Entry from the OMol25 dataset: a molecular structure, C31H65Cl22IN2O11P2S2 (ωB97M-V/def2-TZVPD).

Largest force on an atom ... 3.4 eV/A
DFT total energy ... -382551.19046 eV
Frontier orbital gap ... 0.33466 Eh
E_LUMO ... 0.20 eV

Last column: Mulliken charge in e.
Atoms and positions in Å:
N (2.4916, 0.5324, -2.0116)  -0.99
P (2.4761, 1.3932, -0.7042)  1.22
O (3.6055, 0.7896, 0.2984)  -0.41
O (2.8785, 2.9195, -1.1433)  -0.51
C (0.8177, 1.4274, 0.1697)  1.42
C (0.5549, 2.7069, 1.0067)  -1.22
P (1.8071, 3.3753, 2.1497)  0.52
O (1.4983, 4.8046, 2.3073)  -0.81
O (3.3363, 3.2904, 1.6683)  -0.28
O (1.7530, 2.7582, 3.6384)  -0.38
N (0.6876, 0.1201, 0.8524)  -0.13
C (1.1284, 0.0345, 2.2340)  -1.05
C (-0.0691, 0.3260, 3.1670)  0.59
O (-1.1519, 0.4239, 2.7570)  -0.48
O (0.1087, 0.4696, 4.5061)  -0.23
C (-0.3318, 1.4095, -0.9587)  -1.76
C (-0.9049, -0.0195, -1.1768)  -0.65
C (-1.8673, -0.0442, -2.4174)  -0.91
C (-1.7328, -1.3839, -3.2160)  -0.90
S (-1.3884, -0.9809, -4.9437)  1.14
O (-2.4085, -0.0721, -5.3604)  -0.64
O (-1.3639, -2.1344, -5.7849)  -0.59
O (0.0308, -0.2364, -4.8513)  -0.42
O (-1.4493, 2.2142, -0.5989)  -0.24
C (-1.8718, 3.0818, -1.6017)  -0.47
S (-0.6163, 4.3254, -2.0797)  -0.02
I (-3.5783, 4.1542, -0.7440)  0.01
H (1.5858, 0.0960, -2.1620)  0.23
H (4.4378, 1.2512, 0.0958)  0.38
H (2.5840, 2.9493, -2.0706)  0.28
H (0.3842, 3.5292, 0.3073)  0.07
H (-0.3520, 2.5271, 1.5997)  0.73
H (3.5146, 4.0146, 1.0469)  0.21
H (2.0198, 3.5146, 4.1925)  0.29
H (1.2896, -0.5187, 0.3364)  0.56
H (1.3544, -1.0283, 2.4251)  0.52
H (2.0444, 0.5784, 2.5123)  0.28
H (1.0336, 0.2840, 4.7398)  0.19
H (0.1406, 1.6741, -1.9155)  0.69
H (-0.1371, -0.7718, -1.3775)  0.54
H (-1.5222, -0.2645, -0.3082)  0.32
H (-1.4710, 0.7236, -3.0935)  0.43
H (-2.9087, 0.1314, -2.1487)  0.59
H (-0.8777, -1.9799, -2.8751)  0.37
H (-2.6421, -1.9836, -3.1463)  0.46
H (0.3606, -0.1234, -5.7623)  0.37
H (-2.2731, 2.6004, -2.4949)  0.46
H (-0.9047, 4.4983, -3.3936)  0.20
Cl (0.4604, 8.4010, -1.6328)  -0.17
C (1.8524, 8.5091, -2.7369)  -0.43
C (1.6933, 7.6110, -3.9378)  -0.56
Cl (1.7840, 5.8850, -3.4983)  -0.11
H (2.7505, 8.2656, -2.1730)  0.30
H (1.9219, 9.5467, -3.0616)  0.31
H (2.4956, 7.7995, -4.6503)  0.33
H (0.7436, 7.7809, -4.4401)  0.32
Cl (4.9212, 4.7136, 4.8705)  -0.18
C (5.7464, 5.9778, 3.9164)  -0.19
C (5.4702, 5.8487, 2.4401)  -0.33
Cl (6.2356, 4.3926, 1.7412)  -0.23
H (6.8149, 5.9190, 4.1355)  -0.03
H (5.3780, 6.9371, 4.2758)  0.32
H (5.8806, 6.7082, 1.9115)  0.32
H (4.4006, 5.8002, 2.2374)  0.25
Cl (-0.0788, 1.2373, 7.9871)  -0.20
C (-1.0442, -0.1641, 7.4501)  0.15
C (-0.8701, -1.3541, 8.3593)  -0.43
Cl (0.7672, -2.0540, 8.2478)  -0.16
H (-0.7601, -0.3956, 6.4272)  -0.27
H (-2.0874, 0.1498, 7.4513)  0.32
H (-1.5702, -2.1394, 8.0749)  0.27
H (-1.0522, -1.0931, 9.3998)  0.36
Cl (8.4276, 6.8250, 5.4250)  -0.17
C (9.3358, 7.8869, 4.3175)  -0.48
C (8.7417, 9.2710, 4.2389)  -0.40
Cl (7.1557, 9.2773, 3.4249)  -0.17
H (9.3644, 7.4084, 3.3404)  0.33
H (10.3541, 7.9445, 4.6995)  0.34
H (9.3973, 9.9198, 3.6595)  0.30
H (8.6144, 9.7072, 5.2271)  0.31
Cl (4.6447, -3.5808, 7.7097)  -0.17
C (5.5529, -2.0611, 7.9011)  -0.43
C (4.6778, -0.8494, 7.6813)  -0.44
Cl (4.1689, -0.6876, 5.9794)  -0.13
H (6.3922, -2.0792, 7.2092)  0.32
H (5.9472, -2.0520, 8.9165)  0.30
H (5.2308, 0.0547, 7.9335)  0.34
H (3.7818, -0.8862, 8.2981)  0.23
Cl (-2.0990, -2.3470, 4.7933)  -0.19
C (-1.5958, -3.9706, 4.2564)  1.02
C (-0.4190, -3.9147, 3.3147)  -0.70
Cl (-0.8404, -3.1966, 1.7345)  -0.13
H (-2.4540, -4.4585, 3.7973)  -0.12
H (-1.3218, -4.5258, 5.1543)  -0.67
H (-0.0583, -4.9237, 3.1176)  0.46
H (0.3995, -3.3344, 3.7375)  0.30
Cl (-0.8921, -5.5047, 7.0555)  -0.15
C (-1.8272, -6.9050, 7.6368)  -0.47
C (-2.6929, -7.4738, 6.5420)  -0.52
Cl (-4.0099, -6.3617, 6.0978)  -0.17
H (-2.4158, -6.5889, 8.4951)  0.31
H (-1.1109, -7.6535, 7.9733)  0.32
H (-3.1561, -8.4018, 6.8747)  0.42
H (-2.1130, -7.6847, 5.6452)  0.27
Cl (-4.3449, -5.3376, -8.6850)  -0.17
C (-3.3242, -3.8935, -8.4424)  -0.42
C (-4.0848, -2.6151, -8.6789)  0.00
Cl (-4.5173, -2.3906, -10.4001)  -0.21
H (-2.4637, -3.9748, -9.1024)  0.38
H (-2.9695, -3.9240, -7.4133)  0.17
H (-3.4649, -1.7654, -8.3931)  -0.11
H (-5.0025, -2.5812, -8.0959)  0.38
Cl (-3.5935, -7.2393, 2.7260)  -0.18
C (-5.0583, -6.2633, 2.4510)  -0.46
C (-5.2916, -5.9905, 0.9862)  -0.49
Cl (-4.0624, -4.8933, 0.3079)  -0.14
H (-4.9590, -5.3398, 3.0185)  0.29
H (-5.8957, -6.8270, 2.8606)  0.36
H (-6.2586, -5.5073, 0.8521)  0.31
H (-5.2834, -6.9087, 0.4030)  0.32
Cl (-1.1246, -0.0740, -9.5273)  -0.19
C (-2.5471, 0.9527, -9.8453)  -0.33
C (-2.7502, 1.2021, -11.3180)  -0.43
Cl (-1.4728, 2.2373, -12.0073)  -0.20
H (-2.4206, 1.8821, -9.2945)  0.36
H (-3.4124, 0.4301, -9.4388)  0.17
H (-3.6964, 1.7180, -11.4758)  0.34
H (-2.7697, 0.2709, -11.8799)  0.27
Cl (-8.6242, -7.5137, -8.2106)  -0.19
C (-7.1871, -7.4139, -9.2605)  -0.32
C (-7.2814, -8.3420, -10.4454)  -0.41
Cl (-7.1839, -10.0566, -9.9682)  -0.19
H (-6.3108, -7.6297, -8.6531)  0.25
H (-7.1182, -6.3828, -9.6051)  0.25
H (-6.4509, -8.1544, -11.1249)  0.29
H (-8.2107, -8.1972, -10.9919)  0.33